Here is a molecular structure, C30H43EuF5P2S from the Open Molecules 2025 dataset. Energies are from the ωB97M-V functional and the def2-TZVPD basis.

```
! wB97M-V def2-TZVPD RIJCOSX def2/J DEFGRID3
* xyz 1 7
Eu -0.56 0.85 1.75
C 1.12 0.56 4.17
C 2.15 1.11 3.38
C 0.41 2.64 3.42
C 0.04 1.51 4.23
C 1.71 2.36 2.89
C 1.19 -0.74 4.88
H 1.89 -1.43 4.39
H 0.20 -1.22 4.91
H 1.53 -0.62 5.92
C -1.33 1.30 4.74
H -1.48 0.23 5.00
H -2.10 1.54 3.97
H -1.57 1.90 5.63
C -0.51 3.73 3.03
H -0.61 4.51 3.81
H -1.53 3.34 2.84
H -0.15 4.22 2.11
C 2.46 3.28 2.00
H 3.03 4.01 2.60
H 1.78 3.84 1.34
H 3.18 2.73 1.38
C 3.48 0.50 3.15
H 4.21 0.93 3.85
H 3.85 0.69 2.13
H 3.47 -0.59 3.32
C -0.63 -1.61 0.80
C 0.48 -1.88 1.56
C 1.86 -2.06 1.03
C 2.30 -1.12 -0.14
C 1.93 0.32 -0.08
C 0.81 0.84 -0.61
C -0.29 0.04 -1.26
C -0.65 -1.37 -0.67
H 2.01 -3.07 0.62
H 1.97 -1.59 -1.08
H 2.56 -1.94 1.87
H -0.08 -2.13 -1.23
H -1.61 -1.65 1.29
H 0.35 -2.11 2.61
H -1.70 -1.53 -0.98
H -1.21 0.66 -1.25
H 0.65 1.92 -0.64
H -0.08 -0.17 -2.32
H 3.40 -1.17 -0.14
H 2.71 0.97 0.32
P -0.87 -0.12 -5.48
P -0.52 2.59 -7.01
C -0.88 -0.19 -7.36
C -1.22 1.16 -7.99
H -1.62 -0.95 -7.66
H 0.11 -0.55 -7.67
H -0.83 1.23 -9.02
H -2.30 1.33 -8.01
C -1.32 3.97 -7.94
H -0.86 4.91 -7.62
H -2.39 3.99 -7.67
H -1.21 3.85 -9.03
C 1.13 2.67 -7.84
H 1.02 2.68 -8.93
H 1.73 1.81 -7.53
H 1.62 3.59 -7.50
C -2.31 -1.22 -5.16
H -2.36 -1.43 -4.08
H -2.21 -2.16 -5.72
H -3.22 -0.70 -5.46
C 0.48 -1.33 -5.16
H 1.44 -0.87 -5.44
H 0.34 -2.25 -5.73
H 0.51 -1.56 -4.08
F -2.31 -5.35 8.33
C -2.15 -4.49 7.29
C -1.78 -3.18 7.54
F -1.55 -2.75 8.79
C -1.69 -2.29 6.48
F -1.35 -1.00 6.76
C -1.99 -2.67 5.15
S -2.16 -1.60 3.87
C -2.28 -4.04 4.94
F -2.46 -4.45 3.67
C -2.39 -4.93 5.99
F -2.76 -6.20 5.76
*
```

## Properties
E_LUMO (alpha / beta): -3.1632 / -5.7811 eV
HOMO level (alpha / beta): -9.47 / -9.47 eV
Molecular weight: 744.64 g/mol
HOMO-LUMO gap (alpha / beta): 6.3 / 3.7 eV



Here is a molecular structure, C45H54Br2ClN2O2PdSi from the Open Molecules 2025 dataset. Energies are from the ωB97M-V functional and the def2-TZVPD basis.

```
! wB97M-V def2-TZVPD RIJCOSX def2/J DEFGRID3
* xyz 1 1
Pd -2.83 0.45 -0.92
O -4.79 3.38 -0.03
C -4.31 3.79 -1.22
C -3.79 5.08 -1.29
C -3.32 5.58 -2.49
C -3.36 4.81 -3.65
C -3.87 3.52 -3.57
C -4.33 2.98 -2.37
C -4.93 1.58 -2.29
O -4.75 1.01 -1.04
N -4.35 0.68 -3.32
N -3.10 0.31 -3.05
C -2.27 -0.13 -3.92
C -0.95 -0.58 -3.48
Br -0.88 -1.36 -1.73
C 0.20 -0.51 -4.16
C 0.43 0.16 -5.44
C 1.46 -0.30 -6.26
C 1.73 0.31 -7.47
C 1.00 1.42 -7.87
C -0.01 1.91 -7.05
C -0.30 1.29 -5.84
H -4.93 2.40 -0.10
H -3.78 5.67 -0.39
H -2.93 6.59 -2.53
H -3.02 5.20 -4.59
H -3.91 2.92 -4.47
H -6.00 1.62 -2.52
H -4.60 0.81 -4.29
H -2.51 -0.19 -4.97
H 1.06 -1.01 -3.73
H 2.03 -1.16 -5.95
H 2.52 -0.07 -8.10
H 1.21 1.90 -8.81
H -0.57 2.79 -7.35
H -1.06 1.71 -5.19
C -0.99 3.64 3.31
C -1.20 3.82 1.93
C -1.82 2.85 1.19
C -2.25 1.63 1.78
C -2.84 0.57 1.04
C -3.37 -0.51 1.70
C -3.27 -0.63 3.10
C -2.62 0.33 3.82
C -2.10 1.49 3.18
C -1.45 2.51 3.92
H -0.50 4.41 3.89
H -0.89 4.75 1.45
H -2.04 3.04 0.14
H -3.87 -1.29 1.14
H -3.69 -1.49 3.60
H -2.52 0.24 4.90
H -1.33 2.37 4.99
Cl -0.78 2.93 -2.81
C 0.74 2.17 -2.69
C 1.66 2.34 -3.71
C 2.89 1.69 -3.63
C 3.23 0.86 -2.55
C 2.33 0.70 -1.53
C 1.06 1.35 -1.57
C 0.18 1.14 -0.54
H 1.42 2.96 -4.56
H 3.59 1.82 -4.44
H 4.19 0.37 -2.52
H 2.55 0.07 -0.68
H -0.80 1.60 -0.48
H 0.46 0.53 0.32
C 1.89 -4.59 4.82
C 0.87 -3.64 4.16
C 0.24 -2.77 5.25
C -0.27 -4.48 3.57
Si 1.73 -2.55 2.84
Br 0.00 -1.64 1.66
C 2.65 -1.02 3.55
C 1.69 0.04 4.12
C 3.47 -0.31 2.46
C 3.63 -1.45 4.66
C 2.75 -3.53 1.54
C 2.94 -2.74 0.23
C 4.14 -3.89 2.10
C 2.04 -4.83 1.15
H 1.39 -5.14 5.62
H 2.73 -4.06 5.26
H 2.28 -5.32 4.12
H -0.32 -3.42 5.93
H -0.46 -2.04 4.84
H 0.98 -2.24 5.85
H -0.72 -5.07 4.37
H 0.06 -5.18 2.80
H -1.06 -3.86 3.14
H 1.01 0.43 3.36
H 2.29 0.88 4.49
H 1.09 -0.33 4.95
H 2.83 0.02 1.63
H 4.27 -0.92 2.06
H 3.92 0.59 2.89
H 3.10 -1.84 5.53
H 4.19 -0.57 5.00
H 4.35 -2.20 4.33
H 3.43 -1.78 0.39
H 1.99 -2.58 -0.27
H 3.58 -3.33 -0.44
H 4.76 -3.01 2.26
H 4.66 -4.53 1.39
H 4.08 -4.43 3.05
H 1.03 -4.65 0.78
H 1.97 -5.54 1.98
H 2.60 -5.32 0.35
*
```

## Properties
E_LUMO (alpha / beta): -5.4606 / -5.4598 eV
Relative energy (zero: lowest compared OMol25 entry of this formula, charge and spin): 0.0 kcal/mol
HOMO level (alpha / beta): -9.99 / -9.99 eV
Molecular weight: 984.71 g/mol
HOMO-LUMO gap (alpha / beta): 4.5 / 4.5 eV



Question: Which value of molecular weight does entry 1 give?
Answer: 744.64 g/mol



Question: Which formula does entry 2 have?
Answer: C45H54Br2ClN2O2PdSi



Repeat the first record exactly.
Here is a molecular structure, C30H43EuF5P2S from the Open Molecules 2025 dataset. Energies are from the ωB97M-V functional and the def2-TZVPD basis.

```
! wB97M-V def2-TZVPD RIJCOSX def2/J DEFGRID3
* xyz 1 7
Eu -0.56 0.85 1.75
C 1.12 0.56 4.17
C 2.15 1.11 3.38
C 0.41 2.64 3.42
C 0.04 1.51 4.23
C 1.71 2.36 2.89
C 1.19 -0.74 4.88
H 1.89 -1.43 4.39
H 0.20 -1.22 4.91
H 1.53 -0.62 5.92
C -1.33 1.30 4.74
H -1.48 0.23 5.00
H -2.10 1.54 3.97
H -1.57 1.90 5.63
C -0.51 3.73 3.03
H -0.61 4.51 3.81
H -1.53 3.34 2.84
H -0.15 4.22 2.11
C 2.46 3.28 2.00
H 3.03 4.01 2.60
H 1.78 3.84 1.34
H 3.18 2.73 1.38
C 3.48 0.50 3.15
H 4.21 0.93 3.85
H 3.85 0.69 2.13
H 3.47 -0.59 3.32
C -0.63 -1.61 0.80
C 0.48 -1.88 1.56
C 1.86 -2.06 1.03
C 2.30 -1.12 -0.14
C 1.93 0.32 -0.08
C 0.81 0.84 -0.61
C -0.29 0.04 -1.26
C -0.65 -1.37 -0.67
H 2.01 -3.07 0.62
H 1.97 -1.59 -1.08
H 2.56 -1.94 1.87
H -0.08 -2.13 -1.23
H -1.61 -1.65 1.29
H 0.35 -2.11 2.61
H -1.70 -1.53 -0.98
H -1.21 0.66 -1.25
H 0.65 1.92 -0.64
H -0.08 -0.17 -2.32
H 3.40 -1.17 -0.14
H 2.71 0.97 0.32
P -0.87 -0.12 -5.48
P -0.52 2.59 -7.01
C -0.88 -0.19 -7.36
C -1.22 1.16 -7.99
H -1.62 -0.95 -7.66
H 0.11 -0.55 -7.67
H -0.83 1.23 -9.02
H -2.30 1.33 -8.01
C -1.32 3.97 -7.94
H -0.86 4.91 -7.62
H -2.39 3.99 -7.67
H -1.21 3.85 -9.03
C 1.13 2.67 -7.84
H 1.02 2.68 -8.93
H 1.73 1.81 -7.53
H 1.62 3.59 -7.50
C -2.31 -1.22 -5.16
H -2.36 -1.43 -4.08
H -2.21 -2.16 -5.72
H -3.22 -0.70 -5.46
C 0.48 -1.33 -5.16
H 1.44 -0.87 -5.44
H 0.34 -2.25 -5.73
H 0.51 -1.56 -4.08
F -2.31 -5.35 8.33
C -2.15 -4.49 7.29
C -1.78 -3.18 7.54
F -1.55 -2.75 8.79
C -1.69 -2.29 6.48
F -1.35 -1.00 6.76
C -1.99 -2.67 5.15
S -2.16 -1.60 3.87
C -2.28 -4.04 4.94
F -2.46 -4.45 3.67
C -2.39 -4.93 5.99
F -2.76 -6.20 5.76
*
```

## Properties
E_LUMO (alpha / beta): -3.1632 / -5.7811 eV
HOMO level (alpha / beta): -9.47 / -9.47 eV
Molecular weight: 744.64 g/mol
HOMO-LUMO gap (alpha / beta): 6.3 / 3.7 eV



Question: Among the records above, which one has the lowest molecular weight?
Answer: C30H43EuF5P2S